ORCA calculation (the ωB97M-V functional and the def2-TZVPD basis) on 2 unconnected molecules or ions with the total composition C14H21BrNO9PS at a distorted geometry.

Output
largest force on an atom	7.08	eV/A
total charge	0
energy	-124927.67474	eV
SMILES string	C#C[C@@H]1OS(=O)(=O)O[C@]1(CCCCCCOC(=O)C=C)P(O)Br.C[N+](=O)[O-]
multiplicity	1

Positions of all 48 atoms, in Å:
C 1.39 -4.23 2.05
C 2.05 -3.54 1.13
C 2.98 -2.41 0.40
O 3.77 -1.73 1.45
S 2.70 -0.57 2.12
O 3.46 0.59 2.76
O 1.65 -1.06 3.10
O 1.88 -0.29 0.67
C 2.19 -1.23 -0.43
C 3.24 -0.53 -1.44
C 3.79 0.91 -0.97
C 2.79 2.15 -1.31
C 2.30 2.91 0.07
C 0.73 3.32 0.03
C -0.18 2.57 1.14
O -1.62 2.75 0.97
C -2.16 1.91 -0.06
O -1.97 2.11 -1.33
C -3.12 0.64 0.30
C -2.65 -0.74 0.21
P 0.54 -1.72 -1.26
O 0.93 -3.20 -2.10
Br -0.05 -0.26 -2.90
H 0.93 -4.80 2.96
H 3.63 -3.10 -0.28
H 2.84 -0.46 -2.53
H 4.16 -1.24 -1.49
H 4.77 1.10 -1.58
H 4.09 0.97 0.14
H 3.39 2.90 -1.96
H 1.86 1.79 -1.91
H 2.62 2.32 1.00
H 2.91 3.91 0.09
H 0.33 3.20 -1.05
H 0.68 4.45 0.28
H 0.10 3.07 2.16
H 0.06 1.45 1.28
H -4.23 0.77 0.61
H -2.40 -1.21 -0.82
H -2.50 -1.41 1.13
H 0.25 -3.34 -2.81
C -7.44 -1.55 -0.10
N -6.16 -0.86 0.19
O -6.14 0.36 0.08
O -5.21 -1.56 0.52
H -8.19 -0.80 -0.38
H -7.26 -2.24 -0.93
H -7.74 -2.08 0.80